# C26H34FI2N4O6PdS2

A structure of composition C26H34FI2N4O6PdS2 (ωB97M-V/def2-TZVPD, the OMol25 dataset).

XYZ file:
```
76
C26H34FI2N4O6PdS2, DFT ωB97M-V/def2-TZVPD
Pd -0.42 -0.92 -0.42
O -0.38 0.80 0.65
S 0.94 1.24 1.34
C 0.74 0.71 3.06
C -0.70 0.85 3.57
C -1.30 -0.50 3.99
C -1.34 -1.47 2.81
S -2.84 -1.60 1.80
O -2.25 -1.96 0.43
C -3.46 0.06 1.67
C -3.30 0.80 0.52
C -3.85 2.08 0.46
C -4.55 2.59 1.55
C -4.73 1.82 2.69
C -4.21 0.53 2.74
C 0.67 2.99 1.54
C 1.69 3.74 2.11
C 1.52 5.10 2.27
C 0.34 5.70 1.84
C -0.66 4.94 1.26
C -0.50 3.57 1.10
H 1.45 1.32 3.63
H 1.11 -0.31 3.06
H -1.32 1.28 2.78
H -0.73 1.55 4.41
H -2.29 -0.33 4.42
H -0.70 -0.95 4.78
H -1.17 -2.51 3.11
H -0.57 -1.23 2.08
H -2.78 0.40 -0.34
H -3.74 2.66 -0.44
H -4.97 3.58 1.50
H -5.31 2.20 3.52
H -4.40 -0.09 3.61
H 2.62 3.27 2.41
H 2.31 5.70 2.71
H 0.21 6.77 1.96
H -1.57 5.42 0.92
H -1.27 2.97 0.64
C -0.72 -2.09 -4.67
C -1.95 -2.36 -3.81
C -3.10 -1.46 -4.23
C -2.35 -3.84 -3.89
N -1.67 -1.97 -2.41
N -0.59 -2.48 -1.65
H -0.97 -2.23 -5.72
H 0.10 -2.79 -4.44
H -0.37 -1.07 -4.53
H -3.36 -1.66 -5.28
H -2.83 -0.42 -4.12
H -4.00 -1.65 -3.63
H -2.63 -4.11 -4.91
H -3.21 -4.05 -3.25
H -1.52 -4.49 -3.60
H -2.51 -2.11 -1.84
H 0.27 -2.47 -2.20
H -0.75 -3.40 -1.26
I 1.21 0.34 -2.15
I -0.46 2.27 -2.99
F 7.31 -2.57 -2.61
C 6.55 -1.77 -1.86
C 5.71 -2.27 -0.95
N 4.93 -1.46 -0.15
C 3.86 -1.99 0.67
C 2.49 -1.72 0.03
O 1.53 -1.58 0.83
O 2.44 -1.66 -1.22
C 4.90 -0.09 -0.33
O 4.12 0.63 0.27
N 5.83 0.39 -1.23
C 6.69 -0.33 -2.06
O 7.43 0.21 -2.84
H 5.62 -3.34 -0.79
H 3.88 -1.54 1.65
H 4.00 -3.07 0.77
H 5.84 1.40 -1.34
```

Values from the calculation:
Orbital gap (alpha / beta) (eV): 7.05 / 7.05
HOMO energy (alpha / beta) (eV): -10.87 / -10.87
Largest force on an atom (hartree/bohr): 0.016
Molecular weight (g/mol): 941.94
Net charge: +1
Energy above the lowest of the compared OMol25 structures with the same formula, charge and spin (kJ/mol): 82.1